[1]
Density functional theory data (the ωB97M-V functional and the def2-TZVPD basis) for a structure of composition C22H31N5O3S at a distorted geometry.

Last column: Mulliken charge in e.
Positions of all 62 atoms, in Å:
1 C 0.0787 2.7342 -3.3384  -1.951
2 C -0.3284 3.1469 -2.0530  0.590
3 C 0.6053 2.8377 -0.9332  -1.322
4 H 0.1803 3.2048 -0.0143  0.244
5 H 1.4833 2.9218 -1.2715  0.883
6 C 0.4833 1.1502 -0.6439  -0.773
7 N -0.7356 0.5156 0.0912  0.763
8 C -1.0346 -0.5657 -0.6426  1.187
9 O -0.4044 -1.1208 -1.5036  -0.728
10 C -2.1465 -1.3123 -0.0073  0.271
11 C -2.6485 -2.3289 -0.4448  -0.318
12 N -2.0792 -3.1786 -1.4833  -0.333
13 H -1.1396 -3.0666 -1.9482  0.205
14 H -2.3876 -4.0636 -1.5981  0.201
15 C -3.7976 -2.9488 0.0802  0.006
16 N -4.3268 -2.1065 1.2150  -0.462
17 S -3.3084 -0.9122 1.2496  0.033
18 C -4.5096 -4.2656 0.0222  0.220
19 O -3.9596 -4.9101 -0.9453  -0.703
20 N -5.6109 -4.3576 0.7985  -0.263
21 H -5.9121 -3.7043 1.2483  0.096
22 H -6.2360 -5.1523 0.7226  0.283
23 C -1.1011 1.3652 1.2120  -2.001
24 C -2.2855 2.2931 1.1619  1.115
25 C -2.3630 3.4452 1.6656  0.034
26 C -3.3092 4.2105 1.7809  -0.491
27 C -4.2877 3.8982 0.7466  -0.164
28 C -4.1290 3.2215 -0.2050  -0.832
29 C -3.2151 2.1074 0.0586  -0.289
30 H -3.0069 1.3106 -0.7080  0.349
31 H -4.8563 3.0829 -1.0400  0.353
32 H -5.1338 4.7720 0.5280  0.143
33 H -3.4567 5.0258 2.5328  0.377
34 H -1.6743 3.2346 2.6967  0.009
35 H -1.4357 0.4030 1.8647  0.699
36 H -0.1932 1.9563 1.6468  0.661
37 H 0.6836 0.7513 -1.8361  0.113
38 C 1.7424 0.8845 0.4530  0.767
39 O 2.2211 1.6725 1.0087  -0.462
40 N 2.0197 -0.2790 0.1023  -0.128
41 H 1.7190 -1.0530 -0.5069  0.435
42 C 3.0998 -0.9347 0.9617  -2.058
43 H 2.7764 -1.9201 1.3070  0.256
44 C 4.2989 -1.5577 -0.2204  -0.927
45 H 3.8297 -2.0667 -1.0394  0.638
46 H 4.8166 -0.5926 -0.8133  0.231
47 C 5.6642 -2.1537 0.4582  0.409
48 C 6.3980 -1.2238 1.4169  -1.675
49 H 7.2434 -1.3969 1.6071  0.724
50 H 6.3264 -0.0568 0.9429  0.229
51 H 5.6758 -0.8522 2.2079  0.268
52 C 5.2721 -3.3131 1.0716  -1.671
53 H 4.8158 -3.1179 1.8993  0.579
54 H 4.7872 -4.1161 0.5525  0.393
55 H 6.2782 -3.9143 1.5686  0.273
56 H 6.3295 -2.1742 -0.1840  0.704
57 H 3.5725 -0.3143 1.3566  1.213
58 H -0.6619 4.2501 -1.9747  0.427
59 H -1.4453 2.8326 -1.8620  -0.254
60 H -0.4649 3.1317 -3.9096  0.913
61 H 0.0941 1.5804 -3.6171  0.198
62 H 1.0896 3.0907 -3.4923  0.312

Forces on the atoms, in the same order (eV/Å):
C 8.4 -7.7 4.2
C -4.9 2.1 3.8
C -9.4 -5.1 2.9
H 1.1 1.1 0.3
H 7.2 1.2 -1.4
C 1.7 2.9 -1.4
N 4.6 4.5 -5.1
C -2.4 -1.3 4.4
O 0.9 0.3 -1.4
C 1.2 8.8 4.4
C -2.1 -14.7 -8.2
N 2.8 4.2 -0.3
H -1.8 0.8 1.4
H -1.8 -2.9 0.1
C -3.7 2.9 6.6
N 2.4 -2.7 -4.3
S 0.7 2.8 1.4
C 3.3 1.9 -4.5
O -3.3 -0.9 3.4
N 4.0 -11.2 -7.1
H -3.7 9.8 6.5
H 0.5 0.1 -0.2
C -1.1 -3.3 3.2
C -1.5 -7.7 -10.2
C 10.2 -1.2 10.3
C -9.3 6.1 -0.6
C -4.7 15.6 10.9
C 1.9 -13.3 -11.0
C 2.2 0.4 -0.5
H -0.6 0.8 1.0
H 0.8 0.5 0.6
H 1.8 -2.1 1.3
H 0.2 -1.0 -1.0
H -0.7 2.1 -2.2
H 0.9 2.7 0.2
H -1.4 -1.6 -0.8
H -0.7 0.5 4.1
C -11.4 -6.0 -13.2
O 7.5 11.6 10.0
N 5.7 -9.5 2.4
H -1.2 2.0 0.0
C -5.0 -11.1 -11.6
H -0.1 0.9 1.1
C 2.4 5.3 1.2
H -0.2 -1.1 0.0
H -1.9 -1.9 1.5
C -6.2 4.9 2.6
C -15.3 8.1 -3.3
H 12.0 -2.8 3.2
H 0.9 -3.0 0.4
H 1.3 -1.3 0.3
C 5.4 -7.7 0.4
H -3.4 1.1 5.0
H -0.4 -0.1 -0.7
H -2.3 1.4 -1.3
H 5.7 -1.3 -7.2
H 7.0 9.3 7.5
H 1.4 -0.9 -0.7
H 2.0 -0.4 0.1
H -7.6 5.5 -9.0
H -0.2 2.2 1.0
H 0.4 0.0 -0.5

relative energy (zero: lowest compared OMol25 entry of this formula, charge and spin): 568.8 kcal/mol
molar mass: 445.6 g/mol

[2]
Density functional theory data (the ωB97M-V functional and the def2-TZVPD basis) for the molecule C22H31N5O3S2 at a distorted geometry.

Last column: Mulliken charge in e.
Positions of all 63 atoms, in Å:
1 C -2.2366 -2.7306 1.6735  -0.817
2 C -2.5921 -2.9086 0.2015  -0.704
3 N -2.7219 -1.6347 -0.4605  0.233
4 C -3.8779 -1.0888 -0.9407  0.095
5 S -5.4235 -1.9126 -0.9591  -0.266
6 C -6.0435 -1.3913 0.6975  -0.811
7 C -5.2652 -0.1887 1.2036  0.405
8 O -4.3851 -0.3359 2.0394  -0.693
9 N -5.5894 1.0004 0.6928  0.161
10 C -6.5175 1.2563 -0.3954  -0.618
11 C -6.3855 2.7570 -0.6519  -0.714
12 C -4.9435 3.0416 -0.2398  -0.534
13 C -4.7943 2.1773 1.0044  -0.604
14 N -3.6758 0.1280 -1.3626  -0.231
15 N -2.3965 0.4235 -1.1412  -0.667
16 C -1.8152 -0.6237 -0.6023  0.329
17 C -0.4092 -0.6491 -0.2241  0.459
18 C 0.1187 0.4711 0.4191  -0.811
19 C 1.4513 0.4961 0.7821  -0.756
20 C 2.2545 -0.5928 0.4990  -0.138
21 S 3.9965 -0.5219 0.9165  1.565
22 O 4.1482 0.1312 2.1834  -0.753
23 O 4.5393 -1.8406 0.7498  -0.702
24 N 4.5320 0.5114 -0.2608  0.203
25 C 5.1523 1.7599 0.1086  -0.922
26 C 6.6312 1.6434 0.4792  -0.469
27 C 7.4709 0.9376 -0.5847  -0.815
28 C 7.1516 -0.5569 -0.6821  -0.594
29 C 6.0493 -0.9147 -1.6797  -0.637
30 C 4.7906 -0.0367 -1.5673  -0.840
31 C 1.7508 -1.7005 -0.1541  -0.435
32 C 0.4164 -1.7318 -0.5187  -0.484
33 H -2.2969 -3.6890 2.1813  0.395
34 H -1.2278 -2.3392 1.7824  0.241
35 H -2.9301 -2.0339 2.1414  0.190
36 H -3.5577 -3.4131 0.0999  0.475
37 H -1.8376 -3.5112 -0.3114  0.353
38 H -5.8932 -2.2245 1.3842  0.454
39 H -7.1053 -1.1895 0.5766  0.526
40 H -6.2152 0.6908 -1.2820  0.309
41 H -7.5361 0.9718 -0.1155  0.349
42 H -7.0757 3.3130 -0.0151  0.313
43 H -6.5862 3.0087 -1.6903  0.373
44 H -4.2596 2.6856 -1.0097  0.228
45 H -4.7564 4.0941 -0.0414  0.405
46 H -5.2020 2.6706 1.8941  0.392
47 H -3.7663 1.8772 1.2120  0.210
48 H -0.5312 1.3064 0.6257  0.492
49 H 1.8800 1.3415 1.2955  0.444
50 H 5.0224 2.4557 -0.7275  0.537
51 H 4.5997 2.1381 0.9704  0.297
52 H 7.0177 2.6515 0.6467  0.422
53 H 6.7062 1.0912 1.4178  0.268
54 H 7.3274 1.4180 -1.5552  0.322
55 H 8.5226 1.0558 -0.3138  0.383
56 H 8.0501 -1.1036 -0.9771  0.406
57 H 6.8556 -0.9220 0.3027  0.233
58 H 6.4296 -0.8325 -2.7006  0.435
59 H 5.7752 -1.9545 -1.5009  0.327
60 H 4.8576 0.8082 -2.2588  0.494
61 H 3.9115 -0.6258 -1.8473  0.249
62 H 2.4122 -2.5280 -0.3575  0.562
63 H 0.0288 -2.5863 -1.0521  0.476

Forces on the atoms, in the same order (eV/Å):
C -0.1 0.0 -0.1
C 0.2 -0.5 0.5
N 0.1 0.8 -0.4
C -0.3 -0.7 -0.1
S 0.0 0.2 0.0
C 0.2 -0.3 -0.1
C -0.4 -0.1 0.1
O 0.2 -0.1 0.2
N -0.1 0.2 0.1
C -0.4 -0.2 -0.4
C 0.1 0.0 0.0
C -0.1 0.0 0.1
C 0.4 0.2 0.2
N -0.8 0.0 -0.2
N 1.0 0.4 0.1
C -0.4 -0.2 -0.1
C 0.4 -0.1 0.1
C 0.1 -0.1 0.0
C 0.0 0.1 0.1
C 0.5 -0.2 0.1
S -0.4 0.3 -0.3
O -0.1 0.3 -0.1
O -0.1 0.1 -0.3
N -0.2 -0.7 0.8
C 0.3 0.4 0.6
C -0.1 0.1 -0.3
C 0.0 -0.1 0.3
C 0.0 0.0 -0.3
C 0.0 0.0 0.1
C 0.0 -0.5 -0.4
C 0.2 -0.2 0.1
C -0.1 0.2 0.0
H 0.1 -0.1 0.1
H 0.1 0.0 0.1
H 0.0 0.0 0.0
H 0.2 0.1 -0.1
H -0.2 0.0 0.0
H 0.0 0.2 0.0
H 0.0 0.0 0.0
H -0.1 0.1 0.1
H 0.0 0.0 -0.1
H 0.0 0.0 0.0
H -0.1 0.0 0.0
H 0.0 0.0 0.0
H 0.0 0.0 0.0
H 0.1 0.0 0.0
H -0.1 0.0 0.0
H 0.0 0.1 0.0
H 0.0 0.2 0.1
H -0.1 -0.1 0.0
H 0.1 0.2 -0.1
H 0.0 0.0 0.1
H 0.0 0.0 0.1
H 0.1 0.1 -0.1
H 0.0 0.1 -0.1
H 0.0 0.0 0.1
H 0.1 -0.1 0.0
H 0.0 0.0 0.0
H 0.0 0.0 -0.1
H -0.1 0.0 0.1
H 0.0 0.1 -0.2
H 0.0 -0.1 -0.1
H 0.0 -0.1 0.0

SMILES: CCn1c(SCC(=O)N2CCCC2)nnc1-c1ccc(S(=O)(=O)N2CCCCCC2)cc1
relative energy (zero: lowest compared OMol25 entry of this formula, charge and spin): 1.6 kcal/mol
molar mass: 477.7 g/mol

[3]
Density functional theory data (the ωB97M-V functional and the def2-TZVPD basis) for a structure of composition C22H31N7OPd at a distorted geometry.

Last column: Mulliken charge in e.
Positions of all 62 atoms, in Å:
1 Pd 1.3678 -0.3425 -0.4407  0.762
2 O 4.7917 -1.5809 1.3426  -0.644
3 C 3.8453 -1.5399 0.5745  0.065
4 N 3.3496 -0.4192 0.0043  -0.291
5 C 4.2070 0.7358 0.0084  -0.565
6 C 3.4697 2.0436 -0.0795  0.104
7 C 4.1442 3.2596 0.0501  -0.640
8 C 3.4312 4.4419 -0.0298  -0.510
9 C 2.0607 4.3833 -0.2473  -0.616
10 C 1.4728 3.1424 -0.3920  0.188
11 N 2.1544 2.0022 -0.3094  0.003
12 C 3.1758 -2.7927 0.0695  0.591
13 C 3.8225 -4.0132 0.2428  -0.581
14 C 3.2860 -5.1466 -0.3424  -0.256
15 C 2.1322 -5.0089 -1.0996  -0.719
16 C 1.5543 -3.7528 -1.2202  -0.632
17 N 2.0493 -2.6665 -0.6400  0.156
18 H 4.8788 0.6658 -0.8634  0.319
19 H 4.8574 0.7018 0.8971  0.485
20 H 5.2107 3.2749 0.2150  0.461
21 H 3.9257 5.3965 0.0690  0.447
22 H 1.4695 5.2813 -0.3130  0.421
23 H 0.4151 3.0572 -0.5966  0.132
24 H 4.7309 -4.0338 0.8244  0.476
25 H 3.7647 -6.1083 -0.2337  0.472
26 H 1.6935 -5.8631 -1.5921  0.430
27 H 0.6795 -3.6051 -1.8378  0.636
28 N -0.6360 0.4289 -0.4063  -0.624
29 C -1.3095 1.3696 -0.2696  0.331
30 N -2.1325 2.3380 -0.1077  0.243
31 C -2.5816 2.7146 1.2359  -0.646
32 C -3.1968 4.1089 1.1950  -0.826
33 C -2.2851 5.0178 0.3746  -0.399
34 C -2.3085 4.5947 -1.1018  -0.632
35 C -2.6473 3.1030 -1.2385  -0.761
36 H -1.7132 2.7203 1.9015  0.412
37 H -3.3004 1.9742 1.6062  0.330
38 H -3.2937 4.4782 2.2147  0.389
39 H -4.1987 4.0835 0.7657  0.353
40 H -1.2705 4.9438 0.7744  0.151
41 H -2.5991 6.0549 0.4689  0.377
42 H -1.3500 4.8157 -1.5738  0.293
43 H -3.0654 5.1585 -1.6480  0.389
44 H -2.2345 2.6906 -2.1619  0.386
45 H -3.7337 2.9696 -1.2621  0.422
46 N -3.3109 -3.9931 0.2591  -0.082
47 C -3.2359 -2.7277 -0.5196  -0.900
48 C -1.7610 -2.4706 -0.8790  -0.606
49 N -0.8914 -2.4299 0.2780  0.175
50 C -1.0312 -3.6081 1.1050  -0.783
51 C -2.4933 -3.8882 1.4983  -0.708
52 H -2.9320 -4.7517 -0.3231  0.391
53 H -4.2857 -4.2278 0.4835  0.361
54 H -3.6348 -1.9220 0.0996  0.366
55 H -3.8450 -2.8170 -1.4201  0.440
56 H -1.6696 -1.5275 -1.4229  0.393
57 H -1.4268 -3.2768 -1.5398  0.266
58 H -1.0349 -1.5805 0.8197  0.261
59 H -0.4347 -3.4913 2.0111  0.475
60 H -0.6363 -4.4708 0.5572  0.274
61 H -2.9028 -3.0768 2.1042  0.361
62 H -2.5604 -4.8164 2.0639  0.433

Forces on the atoms, in the same order (eV/Å):
Pd 3.3 1.2 0.5
O -0.2 -0.1 -0.5
C -0.1 -0.3 0.3
N -1.8 -0.4 -0.3
C 0.3 0.7 -0.2
C 0.4 -0.3 0.2
C -0.3 0.0 0.0
C 0.0 -0.2 0.0
C 0.0 -0.3 0.0
C -0.3 0.4 -0.1
N -0.4 -1.5 0.0
C 0.3 -0.3 0.1
C -0.2 0.2 0.0
C -0.1 0.2 0.0
C 0.0 0.2 0.1
C -0.3 -0.2 -0.2
N 0.0 1.1 0.3
H 0.0 0.2 0.2
H -0.3 0.1 -0.2
H 0.1 -0.1 0.0
H 0.1 0.0 0.0
H -0.1 0.1 0.0
H 0.0 0.0 0.0
H 0.1 0.0 0.1
H 0.0 -0.1 0.0
H -0.1 0.0 -0.1
H -0.1 0.0 0.0
N 0.1 0.0 -0.2
C 0.3 -1.1 -0.1
N 0.0 0.4 0.1
C -0.3 0.0 0.8
C 0.3 0.1 0.0
C -0.2 0.0 0.0
C 0.1 -0.1 0.0
C -0.3 0.5 -0.7
H -0.1 0.0 -0.1
H 0.1 0.0 0.0
H 0.0 -0.1 0.0
H 0.0 0.0 0.0
H 0.0 0.1 0.0
H 0.1 0.0 0.0
H 0.0 0.0 0.0
H 0.0 0.0 0.0
H -0.1 0.0 0.1
H 0.1 -0.1 -0.1
N -0.3 -0.3 -0.1
C 0.3 0.7 -0.7
C -0.3 0.1 0.2
N -0.2 0.1 0.1
C -0.3 0.1 0.1
C 0.8 -0.1 0.6
H -0.2 0.1 0.1
H 0.2 0.0 -0.1
H 0.0 -0.2 0.0
H 0.0 -0.1 0.1
H -0.1 -0.2 0.0
H 0.0 0.0 -0.1
H 0.0 -0.1 -0.2
H -0.1 -0.1 0.0
H 0.0 0.0 0.0
H 0.0 -0.1 -0.1
H -0.2 0.0 -0.1

relative energy (zero: lowest compared OMol25 entry of this formula, charge and spin): 47.0 kcal/mol
molar mass: 516.0 g/mol
charge: +2

[4]
Density functional theory data (the ωB97M-V functional and the def2-TZVPD basis) for the ion C22H31OSi with charge +1 at a distorted geometry.

Last column: Mulliken charge in e.
Positions of all 55 atoms, in Å:
1 C -5.1879 -0.9103 -0.1855  -1.796
2 C -3.9674 -1.4010 0.6009  1.611
3 C -4.2781 -1.4339 2.1038  -1.724
4 C -3.5577 -2.8030 0.1288  -1.680
5 Si -2.5091 -0.2019 0.2964  0.572
6 C -2.0888 -0.1674 -1.5236  -1.008
7 C -2.8414 1.4703 1.0078  -1.170
8 O -1.1948 -0.8817 1.2043  -0.164
9 C 0.0767 -0.9625 0.8553  0.302
10 C 0.7069 -2.2506 1.1807  -1.125
11 C 0.7131 0.1401 0.1316  -0.788
12 H -5.0095 -0.9093 -1.2687  0.375
13 H -6.0313 -1.5864 0.0132  0.441
14 H -5.4955 0.1018 0.1102  0.363
15 H -3.4132 -1.7715 2.6916  0.321
16 H -4.5991 -0.4558 2.4848  0.362
17 H -5.0964 -2.1475 2.2728  0.475
18 H -2.6612 -3.1676 0.6512  0.290
19 H -4.3781 -3.4988 0.3536  0.484
20 H -3.3725 -2.8401 -0.9527  0.336
21 H -2.9191 0.3235 -2.0561  0.451
22 H -1.1787 0.4193 -1.7195  0.274
23 H -1.9481 -1.1720 -1.9504  0.361
24 H -3.7221 1.9037 0.5117  0.355
25 H -3.0268 1.4353 2.0889  0.358
26 H -1.9890 2.1381 0.8254  0.356
27 H 1.7853 -2.2470 1.0271  0.246
28 H 0.4993 -2.5073 2.2314  0.410
29 H 0.2900 -3.0444 0.5332  0.325
30 H 0.8204 -0.2750 -0.8855  0.337
31 H -0.0292 0.9600 0.1270  0.535
32 C 2.0539 0.7808 0.4952  0.440
33 C 3.2900 -0.0581 0.1415  0.034
34 C 3.7673 -0.9911 1.0698  -0.722
35 C 4.6240 -2.0187 0.6654  -0.341
36 C 5.0708 -2.0688 -0.6563  -0.605
37 C 4.7922 -1.0016 -1.5118  -0.605
38 C 3.9560 0.0390 -1.0871  -0.391
39 C 2.0782 2.1260 -0.2546  0.216
40 C 2.2713 3.3270 0.4278  -0.508
41 C 2.3296 4.5303 -0.2874  -0.678
42 C 2.1402 4.5356 -1.6782  -0.505
43 C 1.8527 3.3424 -2.3454  -1.061
44 C 1.8057 2.1392 -1.6297  -0.113
45 H 2.0617 0.9757 1.5761  0.874
46 H 3.4411 -0.9100 2.1087  0.506
47 H 4.9316 -2.7791 1.3857  0.420
48 H 5.6605 -2.9231 -1.0082  0.391
49 H 5.2140 -0.9688 -2.5199  0.402
50 H 3.8411 0.9214 -1.7164  0.568
51 H 2.3926 3.3010 1.5162  0.389
52 H 2.5269 5.4580 0.2483  0.409
53 H 2.2223 5.4639 -2.2425  0.409
54 H 1.6693 3.3186 -3.4251  0.390
55 H 1.6104 1.2032 -2.1617  0.598

Forces on the atoms, in the same order (eV/Å):
C -0.1 0.0 -0.1
C 1.0 0.4 0.1
C -0.1 -0.1 0.0
C -0.2 -0.1 0.0
Si -2.0 0.1 -0.5
C 0.5 0.1 0.0
C 0.2 0.2 0.0
O 3.1 -0.5 -0.9
C -2.2 -0.6 1.1
C 0.5 -0.2 0.3
C -1.2 0.3 -0.3
H 0.0 0.0 0.2
H 0.1 0.2 -0.1
H 0.0 -0.2 0.0
H -0.2 0.1 -0.1
H 0.0 -0.2 -0.1
H 0.1 0.1 0.1
H -0.2 0.1 -0.1
H 0.2 0.0 -0.1
H -0.1 0.0 0.2
H 0.2 -0.2 0.2
H -0.4 -0.1 -0.1
H -0.1 0.3 0.1
H 0.2 -0.1 0.2
H 0.0 0.0 -0.3
H -0.2 0.0 0.1
H -0.1 0.1 -0.1
H -0.2 0.0 -0.4
H -0.1 0.4 0.3
H -0.2 0.1 0.0
H 0.4 -0.4 -0.3
C 1.4 0.9 0.1
C 0.2 0.0 0.3
C -0.1 -0.3 -0.3
C 0.0 0.2 0.1
C 0.0 -0.1 -0.1
C 0.0 0.2 0.2
C -0.1 -0.4 -0.2
C -0.7 -0.3 0.1
C 0.2 0.0 -0.3
C -0.1 -0.2 -0.2
C 0.1 -0.2 0.3
C 0.0 -0.4 0.2
C 0.2 0.6 0.0
H 0.0 0.0 -0.2
H 0.0 -0.2 -0.2
H 0.0 0.2 -0.2
H -0.2 0.4 0.2
H -0.1 0.0 0.4
H -0.2 -0.5 0.1
H 0.1 0.1 -0.4
H -0.1 -0.2 -0.2
H -0.1 -0.2 0.2
H 0.1 0.1 0.5
H 0.0 0.4 0.1

relative energy (zero: lowest compared OMol25 entry of this formula, charge and spin): 0.0 kcal/mol
molar mass: 339.6 g/mol
charge: +1